Record 1
Computed, not measured: C12H23ClIrN3O5Sb as an isolated structure, with ωB97M-V/def2-TZVPD.

Results
* orbital gap (spin up / spin down): 9.944 / 6.314 eV
* spin multiplicity: 6
* LUMO level (spin up / spin down): -5.35 / -9.88 eV
* energy: -49392.5446 eV
* charge: +2

Each line ends with the Löwdin charge.
CARTESIAN COORDINATES (ANGSTROEM)
Ir  1.16159  -3.33943  0.71297  1.60
O  -0.98746  -1.67196  -1.49355  -0.32
Cl  0.21090  -2.37056  -1.77716  0.71
O  0.46559  -2.51619  -3.13986  -0.18
O  1.35224  -1.77444  -1.04594  -0.42
O  0.16576  -3.73629  -1.08231  -0.47
C  -0.50732  4.43070  -0.82771  -0.17
C  -1.59833  3.42683  -1.16038  -0.40
Sb  -0.89817  1.46341  -1.65963  1.65
C  0.66326  1.72399  -3.09605  -0.39
C  0.12478  2.61592  -4.21577  -0.15
C  -2.53295  0.68867  -2.79120  -0.41
C  -3.67878  0.10091  -1.97879  -0.16
H  -0.95352  5.40724  -0.63877  0.09
H  0.20287  4.55343  -1.64529  0.07
H  0.04343  4.14778  0.06903  0.07
H  -2.14084  3.67268  -2.07790  0.07
H  -2.31703  3.30783  -0.35117  0.06
H  0.93604  0.72995  -3.45001  0.05
H  1.52788  2.15406  -2.59379  0.06
H  -0.71212  2.15806  -4.74249  0.07
H  0.92007  2.77298  -4.94620  0.10
H  -0.18005  3.59868  -3.85626  0.07
H  -2.10642  -0.03648  -3.48360  0.06
H  -2.85952  1.56761  -3.35380  0.07
H  -3.34892  -0.70413  -1.32431  0.05
H  -4.42501  -0.31509  -2.65545  0.09
H  -4.17529  0.86210  -1.37661  0.08
N  3.24896  -6.09964  6.45466  0.25
C  2.87495  -5.56212  5.50763  -0.22
N  2.45141  -4.93039  4.44614  0.23
C  2.14782  -4.48965  3.39521  -0.19
N  1.81978  -3.99058  2.32597  -0.11
C  0.35986  -0.14299  3.62818  -0.14
C  1.87092  -0.27452  3.44122  -0.14
C  1.98686  -0.60631  1.96743  -0.16
O  0.74718  -1.33360  1.63002  -0.35
C  -0.16432  -1.28299  2.78479  -0.15
H  0.00822  0.81389  3.24006  0.13
H  0.04323  -0.22754  4.66525  0.14
H  2.26682  -1.08444  4.05585  0.12
H  2.41402  0.63408  3.69071  0.13
H  2.84086  -1.23623  1.71484  0.11
H  2.00678  0.27936  1.33324  0.13
H  -0.10712  -2.23804  3.31000  0.11
H  -1.16896  -1.14657  2.39080  0.13



Record 2
Computed, not measured: an isolated ion of composition C7H10N3P2 and charge +1 at a distorted geometry, with ωB97M-V/def2-TZVPD.

Results
* orbital gap: 8.192 eV
* spin multiplicity: 1
* LUMO level: -5.09 eV
* energy: -30460.2523 eV
* charge: +1

Each line ends with the Löwdin charge.
CARTESIAN COORDINATES (ANGSTROEM)
C  3.06226  -1.20929  0.07450  0.03
C  1.91709  -1.64043  0.78454  -0.04
C  2.75845  -0.12963  -0.79541  -0.05
C  0.65039  -1.13975  0.65330  -0.02
C  1.55601  0.53877  -0.73925  -0.03
C  0.41463  0.02665  -0.06217  -0.20
C  -0.86393  0.62417  -0.12096  -0.19
N  -4.19158  -1.61156  -0.41291  -0.27
N  -1.31267  1.83866  0.16367  -0.24
N  -2.01232  -0.50090  -0.18639  -0.19
P  -3.67615  -0.29604  0.24149  0.82
P  -0.58887  3.33517  0.76068  0.92
H  3.88208  -1.83113  0.08605  0.09
H  1.93883  -2.62987  1.13015  0.10
H  3.45901  0.22743  -1.55962  0.12
H  -0.10955  -1.63968  1.13009  0.10
H  1.49061  1.18211  -1.61037  0.12
H  -5.07421  -1.91299  -0.09417  -0.05
H  -2.34940  2.02142  -0.08552  0.10
H  -1.67698  -1.34271  -0.60636  0.06
H  0.44780  2.82711  1.54294  -0.09
H  0.27851  3.26250  -0.29427  -0.12



Record 3
Computed, not measured: one molecule with the formula C16H11BrN2O5S at a distorted geometry, with ωB97M-V/def2-TZVPD.

Results
* orbital gap: 9.403 eV
* spin multiplicity: 1
* LUMO level: 0.53 eV
* energy: -110864.6448 eV

Each line ends with the Löwdin charge.
CARTESIAN COORDINATES (ANGSTROEM)
C  0.23598  3.86077  3.55561  -0.02
C  1.52591  3.19660  3.20749  -0.32
N  1.73935  2.92759  1.92598  0.10
C  2.88459  2.34606  1.60601  -0.67
N  3.85397  2.00441  2.44004  0.06
C  3.64640  2.27305  3.71726  -0.12
C  2.48307  2.87542  4.16971  -0.01
H  2.32169  3.08726  5.21345  0.11
H  4.44522  1.99010  4.38990  0.11
S  3.20404  1.99472  -0.07836  1.01
C  1.60828  2.51051  -0.83837  -0.36
C  0.73771  1.32168  -1.05749  -0.32
C  0.55788  0.72206  -2.25278  0.08
C  -0.30246  -0.43844  -2.41066  -0.35
O  -0.57263  -0.98435  -3.46256  0.10
C  -0.86051  -0.88274  -1.11617  -0.14
C  -0.60526  -0.21733  0.02390  0.02
O  0.15369  0.88400  0.07624  0.05
H  -1.00637  -0.50181  0.98612  0.15
O  -1.70655  -1.96645  -1.14299  0.10
C  -1.20050  -3.09289  -1.71292  -0.40
O  -0.02617  -3.33267  -1.79702  0.16
C  -2.26271  -3.99660  -2.14510  -0.17
C  -2.16344  -5.22159  -2.76304  0.03
C  -3.48014  -5.65599  -3.00346  -0.07
C  -4.27644  -4.65722  -2.51226  -0.77
O  -3.56481  -3.65705  -1.99503  0.04
Br  -6.12727  -4.50429  -2.45331  0.82
H  -3.80388  -6.56298  -3.46987  0.11
H  -1.25249  -5.72589  -3.00968  0.13
H  1.04380  1.10461  -3.13522  0.13
H  1.85108  3.00111  -1.77631  0.09
H  1.16182  3.19528  -0.11647  0.07
H  -0.43968  3.82866  2.70583  0.08
H  0.42057  4.90164  3.81945  0.09
H  -0.22373  3.37272  4.41207  0.08



Record 4
Computed, not measured: C8H10BrCeN as an isolated structure at a distorted geometry, with ωB97M-V/def2-TZVPD.

Results
* orbital gap (spin up / spin down): 5.793 / 5.801 eV
* spin multiplicity: 2
* LUMO level (spin up / spin down): 2.93 / 2.93 eV
* energy: -92921.0540 eV
* charge: -1

Each line ends with the Löwdin charge.
CARTESIAN COORDINATES (ANGSTROEM)
C  0.01082  -1.30495  -0.90984  -0.19
C  -1.32437  -1.43715  -0.40203  -0.21
C  -1.26856  -2.21465  0.80214  -0.23
C  0.10735  -2.55055  1.04817  -0.26
C  0.90196  -1.97788  -0.00533  -0.22
Ce  0.00718  0.00142  1.38279  0.60
C  -1.04324  1.86527  -0.03520  -0.26
C  0.32642  2.02923  -0.52254  -0.61
C  0.72229  2.58276  -1.72921  -0.06
N  1.33167  1.47484  0.35345  -0.19
H  -2.12351  -2.52298  1.40618  0.10
H  -2.22461  -1.03299  -0.86787  0.10
H  0.48470  -3.14499  1.88068  0.10
H  1.98577  -2.05427  -0.11426  0.11
H  0.29672  -0.81274  -1.84113  0.11
H  -1.80248  1.66712  -0.79281  0.02
H  2.28551  1.69559  0.06665  0.04
H  -1.34350  2.51853  0.80080  0.02
H  -0.05022  2.94549  -2.39925  0.01
H  1.77656  2.63101  -1.99106  0.01
Br  0.94356  -0.35812  3.86966  0.00



Record 5
Computed, not measured: C30H32ClMoN3SSi2 as an isolated structure at a distorted geometry, with ωB97M-V/def2-TZVPD.

Results
* orbital gap (spin up / spin down): 5.566 / 4.341 eV
* spin multiplicity: 3
* LUMO level (spin up / spin down): -7.54 / -8.77 eV
* energy: -77045.3622 eV
* charge: +2

Each line ends with the Löwdin charge.
CARTESIAN COORDINATES (ANGSTROEM)
C  -1.26758  -1.54168  0.11720  -0.15
C  -1.65751  -1.30022  -1.24303  -0.22
C  -1.46673  -2.55002  -1.96408  -0.19
H  -2.20496  -0.43422  -1.60846  0.13
C  -1.00704  -3.52716  -1.04729  -0.10
C  -0.90334  -2.92446  0.24719  -0.18
H  -0.78967  -3.45600  1.19158  0.13
H  -1.50050  -0.88848  0.95292  0.13
H  -1.86384  -2.76318  -2.95350  0.13
H  -0.88495  -4.58693  -1.25971  0.14
Mo  0.45644  -1.24337  -1.91695  1.28
Si  1.90909  3.06992  -3.98721  0.80
C  0.93704  3.97112  -5.27905  -0.35
C  1.55875  4.42794  -6.45088  -0.11
H  2.61322  4.19876  -6.62519  0.10
C  0.83234  5.16542  -7.38973  -0.07
H  1.31600  5.50498  -8.30702  0.12
C  -0.51619  5.46178  -7.16518  -0.07
H  -1.08576  6.02904  -7.90321  0.12
C  -1.13681  5.01143  -5.99776  -0.08
H  -2.19386  5.22185  -5.82458  0.11
C  -0.41779  4.26892  -5.05881  -0.11
H  -0.91117  3.92438  -4.14614  0.10
C  1.30858  1.19555  -3.77803  -0.25
C  0.07441  0.77380  -3.16640  -0.19
H  -0.57752  1.52330  -2.70832  0.13
C  -0.61256  -0.43900  -3.67212  -0.27
H  -1.69643  -0.46568  -3.72318  0.14
C  0.19516  -1.71777  -3.86151  -0.37
H  -0.17080  -2.70001  -4.12462  0.16
C  1.66031  -1.31772  -3.80669  -0.31
H  2.37253  -2.12789  -3.94708  0.14
C  1.99882  0.04027  -4.31370  -0.26
H  2.93708  0.16460  -4.85759  0.15
H  1.41978  3.65360  -2.71732  -0.01
Si  0.46774  -0.56908  -5.14580  0.42
C  0.85056  -1.88351  -6.54365  -0.23
C  -0.23165  -2.46944  -7.19528  -0.09
H  -1.25382  -2.17029  -6.94739  0.11
C  -0.00916  -3.43170  -8.18683  -0.06
H  -0.85655  -3.88588  -8.70099  0.11
C  1.30131  -3.80808  -8.51229  -0.06
H  1.47699  -4.56043  -9.28291  0.11
C  2.38189  -3.22179  -7.84334  -0.06
H  3.40411  -3.51481  -8.08657  0.11
C  2.15742  -2.25822  -6.84905  -0.09
H  3.00985  -1.80751  -6.33302  0.10
C  -0.42056  0.60876  -6.39812  -0.22
C  -1.74292  1.02411  -6.23378  -0.09
H  -2.33706  0.70226  -5.37600  0.09
C  -2.33115  1.86249  -7.18839  -0.07
H  -3.36618  2.18385  -7.06162  0.11
C  -1.59296  2.30603  -8.28845  -0.07
H  -2.04834  2.96994  -9.02465  0.12
C  -0.25422  1.92571  -8.42444  -0.06
H  0.34101  2.29862  -9.25870  0.12
C  0.32759  1.08055  -7.47858  -0.08
H  1.37475  0.78762  -7.59818  0.12
H  3.21969  3.46220  -4.06139  -0.04
Cl  2.96788  -0.69083  -1.61307  0.20
N  0.57048  0.28495  -0.37921  -0.13
N  0.84146  -0.25580  0.93401  -0.03
C  1.51885  -1.42916  1.03189  -0.71
N  2.13827  -1.67668  2.19241  0.18
S  1.51803  -2.64684  -0.17664  0.83
H  1.37490  0.87137  -0.65825  0.07
H  -0.23863  0.91102  -0.31154  0.13
H  1.13535  0.47324  1.59426  0.18
H  2.68610  -2.52181  2.29487  0.13
H  2.22326  -0.97130  2.91667  0.14



Record 6
Computed, not measured: one molecule with the formula C4H7NO at a distorted geometry, with ωB97M-V/def2-TZVPD.

Results
* orbital gap: 8.965 eV
* spin multiplicity: 1
* LUMO level: 0.26 eV
* energy: -7795.5079 eV

Each line ends with the Löwdin charge.
CARTESIAN COORDINATES (ANGSTROEM)
C  -0.27685  -0.82144  1.27614  -0.08
C  -0.79983  0.26684  0.37405  -0.26
N  0.20217  1.32426  0.05852  -0.03
C  0.49513  1.07784  -1.21880  0.00
C  1.03670  -0.22575  -1.60856  -0.35
O  0.58508  -1.31211  -1.93812  0.01
H  0.72002  -1.14431  0.95538  0.08
H  -0.94374  -1.68459  1.21310  0.08
H  -0.21394  -0.47129  2.30751  0.07
H  -1.69212  0.77852  0.73181  0.12
H  -0.13302  2.27352  0.21342  0.12
H  -1.08764  -0.13181  -0.60012  0.10
H  2.10807  0.07032  -1.76434  0.12



Record 7
Computed, not measured: a 2-piece molecular cluster, C7H14ClNO overall at a distorted geometry, with ωB97M-V/def2-TZVPD.

Results
* orbital gap: 10.164 eV
* spin multiplicity: 1
* LUMO level: 0.79 eV
* energy: -23542.9199 eV

Each line ends with the Löwdin charge.
CARTESIAN COORDINATES (ANGSTROEM)
C  -1.59143  -1.33021  1.14223  -0.08
C  -1.57362  2.03213  -1.00961  0.01
C  1.93108  -0.11865  0.81949  -0.03
C  3.46234  -1.42576  -0.73105  -0.13
C  -1.58058  -0.38300  -0.07776  -0.19
C  -1.44574  1.07332  0.21116  -0.35
C  2.63737  -0.23018  -0.32031  -0.76
N  -1.32098  1.39078  1.41356  0.02
O  -1.14761  2.71822  1.88464  -0.06
Cl  2.27813  0.84933  -1.63445  0.63
H  -2.48049  -1.23574  1.81379  0.09
H  -0.73138  -1.27936  1.65494  0.00
H  -1.60619  -2.38594  0.81477  0.08
H  -2.56722  2.04543  -1.29553  0.06
H  -1.02221  1.61123  -1.80965  0.06
H  -1.21174  2.95152  -0.75648  0.04
H  1.25189  0.68870  1.09874  0.05
H  -1.69942  3.35590  1.36613  0.09
H  2.04520  -0.79218  1.63613  0.06
H  3.88204  -1.36857  -1.79864  0.10
H  4.32735  -1.63840  -0.20870  0.04
H  2.82043  -2.27044  -0.63029  0.07
H  -2.47678  -0.51175  -0.65361  0.11
H  -0.78342  -0.55774  -0.74681  0.09